1.
21
Properties=species:S:1:pos:R:3:forces:R:3:lowdin_charge:R:1 method="wB97M-V/def2-TZVPD" total_energy_ev=-11974.9124 total_charge=+1 de_lowest_ev=0.5304
C -1.91921 1.45311 -1.22519 0.79 -0.47 -0.21 -0.12
C -2.06291 1.13444 -2.49736 -2.08 -1.03 0.63 0.06
N -0.83518 0.84193 -0.41915 -0.74 0.24 -1.33 0.17
H -2.53429 2.15542 -0.68862 0.13 0.25 0.02 0.12
H -2.97602 1.49857 -2.94246 0.16 0.61 -0.38 0.08
H -1.78643 0.18739 -2.95389 1.11 0.42 -0.02 0.09
H -0.23816 1.58617 -0.05086 0.23 -0.45 0.76 0.12
H -0.24589 0.27471 -1.04816 0.00 -0.07 0.47 0.12
H -1.19238 0.21351 0.31752 0.49 0.13 0.19 0.13
H 1.37390 2.30285 1.75434 -0.20 -0.23 -0.01 0.07
H 1.60916 0.79181 1.77547 -0.17 -0.21 0.06 0.02
O 0.96232 1.46186 1.50213 0.41 0.66 0.05 -0.06
H 2.66937 -1.78862 2.06769 0.12 0.16 0.17 0.07
H 2.23303 -1.09372 0.77237 -0.07 -0.05 0.07 0.02
O 2.18949 -1.02086 1.73809 -0.10 -0.28 -0.31 -0.05
H -1.42831 -2.23881 1.50610 0.18 -0.01 0.06 0.07
H 0.09357 -1.92679 1.34486 0.02 0.14 0.27 0.03
O -0.79367 -1.63362 1.10685 -0.32 0.11 -0.34 -0.05
H 0.76646 -2.08810 -1.31297 -0.31 0.08 0.46 0.08
H 1.97272 -1.31912 -1.66312 0.07 0.44 0.17 0.08
O 1.23090 -1.28273 -1.03813 0.28 -0.43 -0.80 -0.05


2.
21
Properties=species:S:1:pos:R:3:forces:R:3:lowdin_spin:R:1 method="wB97M-V/def2-TZVPD" s_squared=0.75 total_energy_ev=-11959.5419 spin_multiplicity=2 total_charge=+2 de_lowest_ev=1.8357
C -0.62941 -1.79953 0.85329 -1.95 -1.42 -1.07 0.12
O -1.85468 -1.74109 1.60857 1.42 1.29 -1.07 0.74
C -0.72322 -0.89747 -0.34745 0.15 1.77 -0.04 0.03
N 0.64654 -0.71540 -1.05634 -0.11 0.01 4.15 0.00
H -0.48386 -2.82361 0.55596 0.32 -0.91 0.35 0.02
H 0.21397 -1.49612 1.46169 0.47 0.27 1.05 0.07
H -2.13513 -2.57893 2.01573 -0.03 -0.84 0.52 0.01
H -1.36512 -1.17765 -1.17539 -0.50 -0.79 0.58 0.01
H -1.14954 0.04147 0.09410 0.92 -0.11 -1.02 0.00
H 0.28147 -0.42190 -1.95413 0.91 0.26 -0.99 0.00
H 1.13263 -1.69692 -1.18725 -0.87 2.73 0.25 0.00
H 1.12195 0.08919 -0.38578 -0.34 -1.61 -1.61 0.00
H 0.26880 -2.04832 -3.90820 -0.30 0.40 0.39 0.00
H -1.15726 -1.79142 -3.40068 -0.07 -0.03 -0.33 0.00
O -0.23408 -1.62546 -3.18054 -0.01 -0.68 -0.83 0.00
H 1.05970 4.86902 2.37963 -0.47 0.56 1.75 0.00
H 0.71868 5.42642 0.92657 1.92 -2.34 2.11 0.00
O 1.27078 4.71507 1.48610 -1.49 1.49 -3.97 0.01
H 1.00780 1.25991 1.86794 0.42 0.42 -1.33 0.00
H 1.25081 2.34515 0.64313 -0.21 -3.26 1.18 0.00
O 1.17111 1.30066 0.88911 -0.19 2.81 -0.06 0.00